C25H36CaF4N3O2 | ωB97M-V/def2-TZVPD

Summary:
energy relative to the best compared isomer or geometry (same formula, charge and spin): 0.653 eV

```
! RIJCOSX wB97M-V def2-TZVPD def2/J DEFGRID3
* xyz -1 1
Ca -0.359 0.454 -0.568
F -3.072 2.972 3.034
F -1.518 -2.172 3.903
F -1.454 1.809 1.264
F -3.055 -0.953 5.639
O 3.681 1.934 -1.116
O 1.503 1.511 -0.836
N -0.620 -0.710 1.466
N 2.324 -0.831 2.132
N 0.662 -1.345 -1.974
C 4.204 -1.493 3.692
C 2.896 -0.262 -1.615
C -1.666 -0.190 -3.744
C -1.722 3.065 -1.909
C 2.102 0.487 2.732
C -1.874 1.085 2.348
C -3.702 0.771 -0.759
C -3.123 1.045 4.400
C -1.855 -0.884 3.637
C 1.334 -1.806 2.594
C -2.576 -0.502 -2.710
C 3.694 -1.311 2.264
C -0.228 1.889 -4.388
C -2.671 -0.251 4.551
C 1.857 -0.764 -2.619
C -2.692 1.699 3.257
C -3.328 -1.786 -2.525
C -1.875 1.656 -2.417
C -2.723 0.644 -1.896
C -1.267 -1.098 -4.874
C -1.399 -0.249 2.453
C -1.207 1.130 -3.542
C 0.138 -1.933 1.652
C 3.079 1.553 2.271
C 2.706 1.193 -1.167
H 3.615 -2.231 4.241
H -2.284 3.788 -2.511
H -3.643 1.748 -0.276
H -0.708 2.664 -4.996
H -0.678 3.395 -1.913
H -3.555 0.022 0.030
H -4.332 -1.761 -2.966
H 0.852 -2.290 -1.662
H 1.092 0.792 2.460
H -3.461 -2.030 -1.467
H 3.898 -0.359 -2.035
H 0.531 2.394 -3.783
H 4.352 -0.629 1.722
H 1.509 0.061 -3.244
H 2.759 2.524 2.655
H 1.811 -2.790 2.647
H -1.363 -2.154 -4.600
H 2.860 -0.885 -0.712
H 3.112 1.628 1.184
H -2.083 3.178 -0.883
H 2.109 0.419 3.835
H 0.551 -2.200 0.672
H -2.811 -2.633 -2.984
H 5.243 -1.830 3.691
H -0.475 -2.784 1.971
H 3.752 -2.265 1.731
H -0.110 -1.379 -2.638
H -1.876 -0.958 -5.774
H 4.164 -0.557 4.253
H 0.301 1.231 -5.082
H 2.325 -1.491 -3.293
H -4.736 0.651 -1.099
H -0.227 -0.944 -5.177
H 4.093 1.380 2.638
H 0.992 -1.575 3.614
H -3.773 1.513 5.122
*
```

C25H36Cl2F2O9 | ωB97M-V/def2-TZVPD

Summary:
SMILES: CCOC(=O)OC.CCOC(=O)OC.CCOC(=O)OC.Fc1ccccc1.Fc1ccccc1.ClCCl

```
! RIJCOSX wB97M-V def2-TZVPD def2/J DEFGRID3
* xyz 0 1
Cl -15.442 2.736 2.944
Cl -13.818 4.991 3.970
F -9.125 2.670 5.358
F -18.251 10.754 -1.726
O -22.043 1.742 1.490
O -18.478 8.460 8.610
O -23.318 3.458 1.045
O -6.440 5.127 -1.354
O -17.480 6.509 8.487
O -7.147 5.830 0.654
O -8.542 4.859 -0.609
O -19.133 6.720 10.026
O -21.856 2.824 -0.559
C -16.578 7.387 0.067
C -5.773 1.801 6.539
C -23.746 4.718 0.389
C -8.166 2.171 6.153
C -20.884 0.893 1.416
C -17.134 5.201 8.865
C -6.834 2.613 6.133
C -17.733 8.465 -1.752
C -8.974 2.631 -1.259
C -20.416 9.882 8.979
C -7.312 5.219 -0.494
C -7.515 0.167 7.412
C -18.426 7.167 9.121
C -17.701 9.682 -1.074
C -19.029 9.530 9.443
C -13.768 3.249 3.494
C -5.910 6.539 0.918
C -8.944 4.082 -1.730
C -8.467 0.964 6.778
C -22.331 2.675 0.547
C -17.106 7.329 -1.233
C -16.561 8.637 0.764
C -25.217 4.808 0.296
C -17.089 9.768 0.142
C -6.161 0.580 7.195
H -6.650 3.539 5.608
H -5.933 6.701 1.995
H -16.556 4.745 8.062
H -20.923 10.668 9.539
H -18.366 10.395 9.456
H -9.557 2.477 -0.351
H -20.491 0.739 2.421
H -25.619 3.895 -0.143
H -19.151 9.277 10.496
H -4.739 2.033 6.330
H -25.580 4.889 1.321
H -17.971 4.563 9.150
H -4.992 6.009 0.660
H -21.161 -0.085 1.024
H -16.621 5.184 9.827
H -16.001 6.537 0.402
H -19.972 1.191 0.899
H -23.362 4.844 -0.623
H -16.959 10.756 0.557
H -13.496 2.736 4.417
H -9.459 0.543 6.714
H -20.439 10.221 7.943
H -5.859 7.495 0.397
H -21.129 9.057 8.983
H -9.915 4.311 -2.168
H -18.162 8.421 -2.742
H -8.255 4.074 -2.574
H -13.066 3.055 2.683
H -5.345 -0.050 7.518
H -7.919 2.377 -1.155
H -23.277 5.594 0.837
H -25.576 5.691 -0.234
H -17.040 6.398 -1.776
H -16.125 8.828 1.733
H -7.671 -0.808 7.849
H -9.488 2.131 -2.079
*
```

C25H36FOSi | ωB97M-V/def2-TZVPD

Summary:
energy relative to the best compared isomer or geometry (same formula, charge and spin): 0.000 eV

```
! RIJCOSX wB97M-V def2-TZVPD def2/J DEFGRID3
* xyz 1 1
Si 1.771 1.526 -0.215
F -0.086 -6.181 -2.442
O 0.595 1.888 0.965
C 2.042 1.255 -3.004
C -2.925 -2.509 2.079
C -3.319 -1.742 0.944
C 2.746 3.126 -0.280
C -3.413 -2.179 3.337
C -0.760 1.821 0.789
C -0.853 -3.512 -0.094
C -0.271 -4.659 -0.629
C 2.408 -0.352 1.783
C -2.626 -1.730 -0.291
C -1.468 3.117 0.594
C -4.401 -0.816 1.105
C -1.388 -4.220 -2.766
C -4.378 -1.174 3.493
C 0.200 -0.124 -1.927
C 1.861 4.246 -0.830
C 2.785 0.054 0.356
C 0.983 1.194 -1.899
C -4.897 -0.520 2.362
C -0.588 -5.008 -1.940
C -1.814 -2.774 -0.833
C 3.322 3.484 1.090
C 4.293 0.274 0.198
C -1.411 0.636 0.886
C -1.950 -3.078 -2.221
H 3.565 2.914 -0.989
H 2.804 0.469 -2.876
H -0.285 -0.265 -2.907
H 0.847 -0.996 -1.740
H 1.568 1.105 -3.985
H -4.743 -0.912 4.484
H -2.564 -2.416 -2.839
H 4.017 2.723 1.462
H 2.447 5.173 -0.912
H 2.951 -1.265 2.070
H -0.904 -0.278 1.196
H -2.533 2.966 0.807
H 0.270 2.023 -2.041
H -1.067 3.893 1.264
H 1.012 4.446 -0.157
H -2.488 0.670 0.753
H -1.560 -4.497 -3.806
H -3.030 -2.703 4.213
H -2.206 -3.316 1.961
H 2.552 2.227 -3.028
H 4.700 0.889 1.012
H -2.932 -0.960 -1.005
H 0.415 -5.271 -0.047
H 1.333 -0.565 1.874
H 1.470 4.016 -1.830
H 2.523 3.624 1.833
H -1.382 3.460 -0.450
H -4.782 -0.307 0.215
H 4.547 0.746 -0.760
H 4.811 -0.696 0.229
H -0.571 -3.169 0.903
H 2.473 -0.747 -0.333
H 3.880 4.429 1.018
H -5.676 0.235 2.469
H -0.594 -0.128 -1.169
H 2.674 0.439 2.502
*
```

C25H36N3O3S2 | ωB97M-V/def2-TZVPD

```
! RIJCOSX wB97M-V def2-TZVPD def2/J DEFGRID3
* xyz 1 1
S 1.184 -2.137 -0.803
S 2.928 -4.063 0.635
O -6.520 -0.423 -0.519
O -1.098 5.721 -2.982
O 0.820 -2.891 4.177
N -2.957 0.645 -1.678
N 3.390 -1.437 0.979
N -3.343 -0.275 -2.509
C -2.352 0.605 -0.470
C 1.623 -3.147 5.293
C 5.620 -0.458 0.463
C 3.466 -0.402 3.285
C 3.784 -0.014 -1.166
C 2.707 -0.636 2.004
C 0.162 -3.648 -0.984
C -2.013 2.535 -3.041
C -2.378 -3.338 -0.399
C -3.238 2.057 -2.165
C 6.536 0.321 -0.363
C 4.206 -0.645 0.074
C 1.384 -0.024 1.931
C 0.841 0.732 3.093
C 6.110 0.913 -1.629
C -2.554 -1.840 -0.825
C -0.943 -3.643 0.188
C -3.168 -1.550 -2.143
C 4.718 0.736 -2.021
C -6.878 0.854 -1.035
C 1.593 0.929 4.348
C 2.572 -2.460 0.317
C -2.091 -0.759 0.071
C 2.941 0.371 4.443
C -1.771 6.848 -3.539
H -3.499 -2.392 -2.791
H 2.727 -0.085 -1.502
H -7.730 1.233 -0.474
H -1.622 -0.924 1.064
H 1.198 1.480 5.228
H -1.775 1.756 -3.810
H 0.771 -4.594 -0.971
H 3.543 0.506 5.377
H -1.798 7.662 -2.811
H -0.184 1.186 3.072
H -0.647 -2.829 0.907
H 7.586 0.471 -0.028
H 4.396 1.192 -2.991
H 1.199 -2.128 3.740
H 4.497 -0.826 3.364
H -6.034 1.541 -0.925
H -2.090 1.531 0.098
H -5.767 -0.738 -1.031
H 1.233 -4.005 5.838
H 1.605 -2.266 5.942
H -7.153 0.760 -2.088
H 6.041 -0.881 1.409
H -1.258 7.177 -4.444
H -1.099 2.648 -2.401
H 2.645 -3.357 4.967
H 6.849 1.476 -2.249
H -4.130 2.060 -2.841
H -0.378 -3.661 -1.976
H -2.790 6.556 -3.789
H -3.396 2.772 -1.321
H -2.504 -3.977 -1.309
H -2.215 3.522 -3.523
H -0.201 6.002 -2.768
H -3.194 -3.579 0.333
H -0.885 -4.649 0.668
H 0.777 -0.115 1.005
*
```

C25H36N5O2PdS2 | ωB97M-V/def2-TZVPD

```
! RIJCOSX wB97M-V def2-TZVPD def2/J DEFGRID3
* xyz 1 1
Pd 0.024 1.665 -0.065
S -1.318 1.032 -1.886
S 0.189 1.515 2.755
O -0.742 0.652 2.006
O -0.312 2.208 3.898
N -0.880 -1.584 -2.414
N 0.752 3.544 -0.740
N 2.006 0.309 -0.790
N 0.759 2.444 1.600
N -1.617 -1.061 -0.308
C 1.523 5.685 0.100
C 1.256 -0.763 3.777
C 0.787 4.012 -1.965
C 2.303 -1.555 4.214
C 1.796 5.926 2.475
C -3.146 -1.374 -4.422
C -4.243 -2.043 -5.242
C 1.194 5.327 -2.259
C 1.550 6.155 -1.234
C -1.779 -2.001 -4.672
C 3.624 -1.116 4.127
C 1.127 4.354 0.303
C -3.769 -5.558 0.273
C -2.712 -3.281 -0.037
C 2.836 0.947 3.138
C -1.266 -0.673 -1.528
C 3.873 0.141 3.584
C -1.490 -2.411 0.236
C -2.548 -4.685 0.533
C -0.664 -1.371 -3.847
C 1.421 4.579 2.680
C 1.861 6.474 1.225
C 4.751 -1.989 4.604
C 1.533 0.487 3.237
C 1.103 3.795 1.603
H -2.366 -4.616 1.609
H -1.820 -3.077 -4.470
H -0.985 -2.551 -2.140
H 1.377 4.173 3.681
H -5.210 -1.573 -5.068
H -4.661 -5.126 0.729
H 5.004 -2.739 3.852
H -4.334 -3.100 -4.985
H 2.042 6.529 3.339
H -3.100 -0.308 -4.661
H 5.647 -1.404 4.805
H -1.660 -5.153 0.095
H 4.476 -2.519 5.515
H 1.985 0.232 -1.800
H -0.583 -2.877 -0.164
H 1.206 5.660 -3.286
H -3.397 -1.443 -3.359
H 2.148 -0.619 -0.408
H 2.093 -2.528 4.640
H -2.896 -3.339 -1.116
H -4.028 -1.979 -6.310
H -3.590 -2.800 0.400
H 2.159 7.503 1.080
H -3.635 -6.557 0.684
H 2.816 0.864 -0.538
H -1.512 -1.897 -5.726
H -1.330 -2.299 1.308
H 0.304 -1.800 -4.110
H 3.042 1.925 2.722
H 0.232 -1.104 3.861
H 4.893 0.497 3.513
H 1.855 7.176 -1.428
H -1.854 -0.320 0.337
H -3.958 -5.660 -0.797
H -0.621 -0.297 -4.013
H 0.475 3.338 -2.753
*
```

C25H36NO4 | ωB97M-V/def2-TZVPD

```
! RIJCOSX wB97M-V def2-TZVPD def2/J DEFGRID3
* xyz -1 1
O 0.988 -3.537 1.670
O -1.830 0.530 0.647
O -2.142 0.352 -1.555
O 0.184 -3.166 -0.376
N -0.693 2.353 1.903
C 3.048 1.239 1.829
C 1.813 7.353 2.842
C -2.437 0.101 -0.402
C 3.108 -0.900 -1.146
C -5.605 -4.613 -3.552
C 1.800 2.153 1.772
C -1.048 2.034 0.653
C 0.744 5.846 1.300
C 4.050 -0.435 -0.018
C 1.664 -1.172 -0.689
C 3.775 1.015 0.473
C 0.933 -5.371 0.149
C 0.473 1.573 2.321
C 1.527 7.994 0.543
C -4.722 -3.686 -3.014
C -3.748 -4.097 -2.114
C -3.656 -5.435 -1.755
C 0.746 -3.943 0.600
C -5.513 -5.951 -3.192
C 1.980 8.283 1.823
C 1.139 -2.499 -1.239
C -4.538 -6.363 -2.294
C 0.909 6.777 0.284
C -3.591 -0.830 -0.054
C 1.196 6.137 2.580
H 1.968 3.077 2.352
H 2.165 7.578 3.842
H 3.978 -1.146 0.820
H 3.509 -1.822 -1.603
H 0.555 6.550 -0.715
H 4.750 1.528 0.510
H -0.260 1.796 -0.091
H -4.116 -1.116 -0.979
H 3.202 1.543 -0.305
H 1.656 8.718 -0.253
H 0.402 0.507 2.026
H 0.268 4.887 1.113
H -4.788 -2.642 -3.291
H -2.896 -5.753 -1.052
H -6.366 -4.292 -4.252
H -4.292 -0.340 0.632
H 3.124 -0.120 -1.927
H 0.531 1.573 3.425
H 2.463 9.231 2.027
H -3.205 -1.731 0.436
H 0.600 -2.357 -2.186
H -4.465 -7.406 -2.013
H 1.061 5.405 3.366
H 1.440 -5.413 -0.822
H 1.971 -3.202 -1.422
H 5.089 -0.491 -0.382
H 3.779 1.661 2.538
H 1.618 -1.206 0.409
H 2.744 0.262 2.249
H 1.502 -5.924 0.907
H -3.064 -3.370 -1.693
H 1.625 2.482 0.737
H -1.811 2.672 0.190
H 0.969 -0.379 -0.999
H -6.204 -6.674 -3.611
H -0.056 -5.830 0.027
*
```

C25H36O6 | ωB97M-V/def2-TZVPD

Summary:
SMILES: CCCC(=O)O[C@]1(C(=O)CO)CC[C@H]2[C@@H]3CCC4=CC(=O)CC[C@]4(C)[C@H]3[C@@H](O)C[C@@]21C
energy relative to the best compared isomer or geometry (same formula, charge and spin): 0.178 eV

```
! RIJCOSX wB97M-V def2-TZVPD def2/J DEFGRID3
* xyz 0 1
O 3.475 -0.158 1.859
O -6.698 2.064 -0.641
O 5.106 -2.209 -0.450
O -1.286 -0.997 2.429
O 2.521 0.711 -0.613
O 4.745 0.551 -0.615
C -4.060 -0.334 -0.887
C 3.784 4.960 -0.020
C 3.714 2.674 -1.088
C -3.768 -1.540 1.224
C 3.789 3.458 0.230
C 0.205 -0.919 -0.934
C -2.014 -1.182 -2.040
C 2.476 -1.573 -1.460
C -3.518 -1.345 -1.848
C -1.027 0.056 1.524
C -3.377 -0.264 0.460
C -5.814 1.312 -0.289
C 2.444 -0.676 -0.207
C 3.508 -0.871 0.884
C -3.867 0.973 1.234
C 1.008 -1.844 -1.849
C 0.480 0.217 1.247
C 4.510 -2.013 0.800
C 3.738 1.207 -0.765
C 1.016 -0.907 0.367
C -5.123 0.412 -1.209
C -5.375 1.174 1.150
C -1.843 -0.122 0.221
C 1.006 -2.244 1.113
C -1.274 -1.213 -0.704
H 0.832 -1.627 -2.901
H -5.680 2.060 1.710
H -4.030 -1.260 -2.808
H -3.285 -2.415 0.803
H 5.265 -1.823 1.577
H 4.701 3.173 0.759
H 2.791 2.918 -1.615
H -5.900 0.315 1.575
H 4.575 2.917 -1.711
H 4.637 5.250 -0.630
H -1.392 -2.197 -0.248
H 2.940 3.184 0.859
H -3.579 0.881 2.281
H 0.637 1.171 0.744
H -1.717 0.827 -0.319
H -3.473 -1.464 2.264
H 0.743 -2.886 -1.672
H 3.007 -1.052 -2.257
H -0.005 -2.508 1.404
H -0.672 -0.914 3.167
H 2.875 5.260 -0.536
H -3.383 1.865 0.825
H 0.274 0.093 -1.351
H -3.720 -2.343 -1.452
H 1.607 -2.164 2.017
H 1.414 -3.043 0.502
H -1.643 -1.977 -2.688
H 5.420 -1.343 -0.751
H 3.013 -2.497 -1.266
H 3.838 5.498 0.923
H -1.820 -0.227 -2.535
H -5.557 0.344 -2.198
H 3.987 -2.943 1.052
H 1.021 0.250 2.196
H -4.844 -1.686 1.168
H -1.357 1.000 1.990
*
```

Asked for orbital gap across the records above, the calculation gives 6.8; 9.5; 5.5; 6.3; 7.1; 5.9; 9.7 eV in order.
Asked for energy across the records above, the calculation gives -64388.08625; -75413.72164; -39145.20409; -58779.32111; -63201.23939; -36188.83022; -38795.41412 eV in order.
Asked for highest occupied orbital energy across the records above, the calculation gives -4.14; -9.20; -11.38; -10.78; -10.62; -3.38; -9.27 eV in order.